No. 1
Entry from the Open Molecules 2025 dataset: a molecular structure, C27H28CoN4O2S at a distorted geometry (ωB97M-V with the def2-TZVPD basis set).

electronic energy = -3195.98104 Ha
E_HOMO (alpha / beta) = -6.69 / -6.73 eV
<S²> = 3.76
spin multiplicity = 4

XYZ file:
```
63
C27H28CoN4O2S, DFT ωB97M-V with the def2-TZVPD basis set
Co 0.61189 0.65800 -0.66943
C -0.00082 0.29297 -3.64740
C -1.24016 1.12695 -3.22885
N -1.27361 1.44936 -1.81248
C -1.51121 2.86278 -1.53168
C -0.36123 3.81898 -1.87479
S 1.22621 3.31209 -1.14641
C 2.33973 2.87663 -2.49656
C 1.79932 1.94051 -3.55059
N 1.22235 0.73012 -3.04084
H 0.09104 0.36625 -4.66243
H -0.09994 -0.76218 -3.36583
H -2.10460 0.64880 -3.62199
H -1.15311 2.08121 -3.79018
H -1.88309 0.88135 -1.22484
H -1.64001 2.88022 -0.44210
H -2.39140 3.21385 -2.04532
H -0.55463 4.74860 -1.35829
H -0.23911 3.98874 -2.94652
H 3.14985 2.35956 -1.97713
H 2.74027 3.80243 -2.96705
H 2.61792 1.76965 -4.26864
H 1.07342 2.43220 -4.20097
H 1.93833 0.06891 -2.72009
C -0.66444 2.70765 2.89816
C -1.31507 1.73841 3.68887
C -1.30841 0.44951 3.26314
C -0.63000 0.06682 2.04602
N -0.19508 1.03538 1.25437
C -0.05580 2.31624 1.74723
C 0.01942 -2.05684 0.53791
C -0.25263 -3.49872 0.42069
C 0.24517 -4.24738 -0.53375
C 0.99903 -3.59563 -1.60770
C 1.02312 -2.27973 -1.80587
C 0.51585 -1.33332 -0.77629
H -0.51713 3.76733 3.17261
H -1.85961 1.96514 4.61553
H -1.75281 -0.33958 3.82355
H 0.46458 2.98195 1.13879
H -0.95727 -4.00693 1.12378
H -0.15662 -5.26508 -0.62159
H 1.44343 -4.25388 -2.36048
H 1.35573 -1.87415 -2.73961
O 3.89231 0.54350 1.60559
C 2.95929 0.23800 0.88420
O 2.60181 0.83251 -0.19431
C 2.03581 -0.89463 1.37011
C 1.98578 -1.20005 2.68054
C 1.03658 -2.06145 3.32007
C -0.27249 -2.19752 2.93379
C -1.23578 -2.94548 3.66873
C -2.53317 -2.99693 3.34927
C -3.01875 -2.38283 2.08607
C -2.23283 -1.63894 1.30792
C -0.76736 -1.38456 1.65489
N 1.37107 -1.63902 0.42512
H 2.82093 -0.78234 3.25497
H 1.28909 -2.42490 4.29305
H -0.89104 -3.40854 4.59693
H -3.21881 -3.50637 4.01021
H -3.96665 -2.69700 1.75406
H -2.61464 -1.27864 0.30382
```


No. 2
Entry from the Open Molecules 2025 dataset: a molecular structure, C27H28F12N7O2PtS at a distorted geometry (ωB97M-V with the def2-TZVPD basis set).

electronic energy = -3295.55573 Ha
net charge = -1
E_HOMO = -3.70 eV

XYZ file:
```
78
C27H28F12N7O2PtS, DFT ωB97M-V with the def2-TZVPD basis set
Pt -0.22614 0.19352 0.17583
C 0.27401 5.40093 -4.40489
C 0.11832 4.57428 -3.15495
C 0.61451 5.00345 -1.92623
C 0.50004 4.20989 -0.80703
C -0.13389 2.95410 -0.84247
N -0.10447 2.15409 0.28181
C -0.38674 2.64569 1.54264
C -1.23777 3.75564 1.69423
C -1.57985 4.25933 2.93116
C -1.10224 3.67727 4.10020
C -1.48779 4.19516 5.46132
C -0.27686 2.57179 3.96308
C 0.09168 2.03745 2.73091
C 1.04080 0.82068 2.70451
O 1.26483 0.22091 1.50852
C 0.54732 -0.28108 3.71167
F 1.13044 -1.46396 3.44824
F 0.80715 -0.03012 5.01706
F -0.77422 -0.46958 3.60717
C 2.45299 1.31339 3.13402
F 2.54069 1.82590 4.37265
F 3.36490 0.30602 3.08109
F 2.88525 2.25931 2.28926
C -0.70082 2.54023 -2.06408
C -0.53389 3.35417 -3.18777
C -1.54953 1.25471 -2.20217
O -1.68493 0.42062 -1.13356
C -3.02509 1.67578 -2.49212
F -3.80215 0.60111 -2.71674
F -3.20254 2.49421 -3.55119
F -3.52656 2.32018 -1.43089
C -1.01375 0.42660 -3.43131
F 0.32167 0.43898 -3.48731
F -1.40133 -0.85297 -3.36460
F -1.44722 0.88387 -4.63622
H 0.54981 6.42820 -4.16159
H -0.65302 5.42760 -4.98063
H 1.05153 4.99698 -5.05881
H 1.11791 5.96239 -1.85246
H 0.91946 4.53625 0.13675
H -1.64555 4.20553 0.79844
H -2.24843 5.11272 2.98937
H -1.84638 5.22391 5.40153
H -0.63984 4.17289 6.14861
H -2.28472 3.59488 5.90907
H 0.10033 2.11196 4.86760
H -0.93893 3.02806 -4.13604
C 2.77146 -4.51597 0.13137
C 2.32056 -3.32553 0.96443
N 3.06304 -2.11447 0.66790
C 2.74247 -1.29059 -0.36224
S 1.60271 -1.65711 -1.53012
N 3.42261 -0.12124 -0.36894
C 3.07433 0.99086 -1.24759
C 3.75967 0.91494 -2.60097
H 2.16829 -5.39426 0.37704
H 3.82082 -4.74876 0.32275
H 2.64672 -4.29707 -0.92852
H 2.47656 -3.53309 2.02411
H 1.25783 -3.13783 0.81367
H 3.47337 -1.65335 1.46518
H 3.80549 0.15230 0.52246
H 3.35996 1.90296 -0.72085
H 1.99120 1.01218 -1.37439
H 4.84661 0.94105 -2.49579
H 3.44384 1.75579 -3.22196
H 3.47604 -0.00678 -3.10885
N -1.04746 -4.76517 -0.70992
C -1.47374 -4.92293 0.57144
N -1.89818 -6.17087 0.92406
N -1.47355 -3.98204 1.47263
C -1.26268 -2.76696 0.98594
N -1.04515 -1.73342 0.53183
H -1.45008 -5.37202 -1.40524
H -0.91981 -3.80768 -1.02037
H -1.45539 -6.94602 0.45880
H -2.01193 -6.28446 1.91899
```


No. 3
Entry from the Open Molecules 2025 dataset: a molecular structure, C27H28N2O4P2PrS at a distorted geometry (ωB97M-V with the def2-TZVPD basis set).

electronic energy = -3053.88442 Ha
net charge = +1
E_HOMO (alpha / beta) = -9.65 / -9.65 eV
<S²> = 2.00
spin multiplicity = 3

XYZ file:
```
65
C27H28N2O4P2PrS, DFT ωB97M-V with the def2-TZVPD basis set
C 4.11963 -2.28517 -0.91275
C 2.80713 -1.87871 -1.06480
C 1.82425 -2.39004 -0.15425
C 2.20015 -3.33800 0.82557
C 3.54385 -3.68572 0.95932
C 4.51325 -3.15875 0.10272
C 1.10311 -3.72289 1.74505
C -0.12754 -4.01807 0.96549
C -0.42509 -3.05571 -0.02834
C -1.72788 -3.05716 -0.62147
C -2.69627 -3.90310 -0.09166
C -2.39394 -4.83015 0.90520
C -1.08632 -4.93707 1.37124
H 4.81846 -1.99428 -1.68863
H 3.80775 -4.37429 1.75009
H 5.55643 -3.46328 0.16451
H 1.43496 -4.51859 2.43186
H -3.68341 -3.87758 -0.53184
H -3.16970 -5.48956 1.29090
H -0.78711 -5.67708 2.10835
N 0.48144 -2.01460 -0.19456
Pr 0.16669 0.39877 0.60266
C 2.39674 -0.95646 -2.22329
H 1.52789 -1.38097 -2.75448
H 3.21648 -0.82795 -2.94709
C -2.04504 -2.03993 -1.70477
H -1.26247 -2.05008 -2.48290
H -3.00724 -2.27981 -2.17580
P 1.91333 0.62106 -1.54673
P -2.10665 -0.36111 -0.99949
C -3.63052 -0.49303 0.03191
H -3.90228 0.53613 0.33667
H -4.42679 -0.97368 -0.56413
H -3.41213 -1.10992 0.91951
C -2.66066 0.64192 -2.41266
H -3.47515 0.12488 -2.93874
H -2.99793 1.60893 -2.00352
H -1.80604 0.80065 -3.08487
C 3.47315 1.25119 -0.80559
H 4.24219 1.30030 -1.58252
H 3.29670 2.23120 -0.35187
H 3.79591 0.58546 -0.00140
C 1.60657 1.69597 -2.96307
H 1.43100 2.71416 -2.61020
H 2.45746 1.65099 -3.65226
H 0.69607 1.34853 -3.45901
C 0.41141 -2.44207 2.93383
O 0.23130 -1.21328 2.75304
H -0.02646 -3.30781 3.64169
O -3.15002 2.74737 0.09451
C -2.03164 3.19082 0.50844
N -0.86610 2.49811 0.25453
S 0.51343 3.29086 0.79517
O 1.15320 2.31813 1.76156
O 1.40638 3.72980 -0.24867
C -0.41600 4.54119 1.52110
C 0.10111 5.72983 2.01116
C -0.75730 6.76314 2.37417
C -2.13842 6.60490 2.16494
C -2.63720 5.44137 1.59089
C -1.76854 4.39862 1.27581
H 1.16696 5.81314 2.10457
H -0.35388 7.69258 2.80031
H -2.76189 7.45545 2.41562
H -3.67678 5.38046 1.28896
```


No. 4
Entry from the Open Molecules 2025 dataset: a single C27H28N2O7 molecule at a distorted geometry (ωB97M-V with the def2-TZVPD basis set).

electronic energy = -1681.83729 Ha
E_HOMO = -7.95 eV
structure (SMILES) = COc1ccc([C@H](C(=O)NC2CCCC2)N(C(=O)c2ccco2)c2ccc3c(c2)OCO3)cc1OC

XYZ file:
```
64
C27H28N2O7, DFT ωB97M-V with the def2-TZVPD basis set
C -2.12641 -4.91772 -0.73225
O -1.87278 -4.30073 0.50502
C -1.43988 -3.01172 0.50823
C -1.25161 -2.22737 -0.61646
C -0.79830 -0.92046 -0.50263
C -0.53410 -0.37884 0.74130
C 0.03049 1.01197 0.88579
C -0.56024 1.99062 -0.14087
O 0.10079 2.68926 -0.87653
N -1.90677 2.00571 -0.10346
C -2.72218 2.79498 -1.00022
C -3.53568 1.88990 -1.95322
C -5.00605 2.25774 -1.73432
C -5.04387 2.78986 -0.30462
C -3.76335 3.61590 -0.22162
N 1.48736 0.97386 0.82909
C 2.17235 1.55115 1.85231
O 1.60760 2.05006 2.81473
C 3.63819 1.57552 1.75670
C 4.52075 1.96105 2.73653
C 5.80756 1.86308 2.16999
C 5.61622 1.43490 0.88957
O 4.31673 1.25836 0.63125
C 2.08855 0.13398 -0.14265
C 2.57886 -1.10281 0.25413
C 3.15242 -1.98203 -0.65848
C 3.20038 -1.57555 -1.96937
C 2.70027 -0.33484 -2.36913
C 2.13874 0.54378 -1.47749
O 2.87221 -0.19191 -3.72048
C 3.51257 -1.36987 -4.15751
O 3.69856 -2.23907 -3.06041
C -0.72223 -1.15937 1.88079
C -1.16988 -2.46423 1.78433
O -1.38000 -3.29884 2.83664
C -1.10920 -2.82254 4.13207
H -1.22846 -4.95071 -1.35805
H -2.43678 -5.93381 -0.49431
H -2.93092 -4.41329 -1.27809
H -1.44834 -2.62526 -1.59875
H -0.64624 -0.33069 -1.39357
H -0.19814 1.41746 1.88257
H -2.38664 1.36824 0.51297
H -2.02201 3.43573 -1.54031
H -3.36186 0.84586 -1.68617
H -3.23315 2.02306 -2.98992
H -5.30091 3.04892 -2.42471
H -5.67007 1.40803 -1.88494
H -5.00885 1.96149 0.40531
H -5.93579 3.37949 -0.09995
H -3.91340 4.57686 -0.71341
H -3.43816 3.80181 0.80067
H 4.25939 2.27103 3.72687
H 6.74180 2.08266 2.64432
H 6.30490 1.22822 0.09387
H 2.51667 -1.38289 1.29466
H 3.53788 -2.94066 -0.35542
H 1.75364 1.50474 -1.77383
H 4.49130 -1.11756 -4.59781
H 2.89180 -1.86718 -4.91999
H -0.49980 -0.72591 2.84324
H -1.74612 -1.97012 4.39052
H -0.05851 -2.53692 4.24662
H -1.33129 -3.65239 4.80088
```